1.
C49H60NO2P2S2Sb2Ta | the ωB97M-V functional and the def2-TZVPD basis

Properties
Kohn-Sham gap (alpha / beta) in hartree: 0.228 / 0.239
Total charge: +1
Spin multiplicity: 2
Molar mass in g/mol: 1245.57
E_HOMO (alpha / beta) in eV: -9.9 / -10.0
E_tot in eV: -112242.650
Relative energy (zero: lowest compared OMol25 entry of this formula, charge and spin) in eV: 2.331
E_LUMO (alpha / beta) in eV: -3.71 / -3.47

Atoms and positions in Å:
Ta  0.085  0.214  -0.362
N  -2.509  1.034  -0.504
C  -2.552  1.617  -1.785
C  -2.886  2.950  -1.989
C  -2.832  3.498  -3.262
C  -2.438  2.715  -4.339
C  -2.125  1.379  -4.129
C  -2.185  0.817  -2.857
C  -2.010  -0.644  -2.636
C  -2.748  -1.513  -3.442
C  -2.632  -2.891  -3.308
C  -1.789  -3.410  -2.334
C  -1.079  -2.546  -1.513
C  -1.165  -1.149  -1.628
H  -2.874  0.092  -0.480
H  -2.966  1.590  0.206
H  -3.204  3.556  -1.149
H  -3.109  4.534  -3.413
H  -2.386  3.136  -5.335
H  -1.841  0.756  -4.971
H  -3.420  -1.092  -4.182
H  -3.190  -3.549  -3.963
H  -1.696  -4.483  -2.206
H  -0.468  -2.984  -0.731
C  5.541  2.140  0.081
C  4.773  1.076  -0.676
O  3.596  1.562  -1.382
P  2.360  2.267  -0.647
S  2.025  1.288  1.062
S  0.850  2.218  -1.960
O  2.807  3.743  -0.328
C  2.835  4.812  -1.311
C  4.082  4.776  -2.166
H  6.398  1.667  0.563
H  4.928  2.601  0.853
H  5.903  2.916  -0.593
H  4.453  0.285  -0.001
H  5.386  0.644  -1.464
H  2.791  5.722  -0.719
H  1.936  4.748  -1.924
H  4.975  4.878  -1.550
H  4.054  5.607  -2.872
H  4.142  3.845  -2.732
C  3.847  -0.433  -3.654
Sb  1.994  -0.905  -2.665
C  0.823  -0.291  -4.362
C  1.922  -3.005  -3.296
C  3.209  -3.729  -3.037
C  4.200  -3.732  -4.023
C  5.415  -4.369  -3.836
C  5.662  -5.026  -2.638
C  4.683  -5.048  -1.659
C  3.450  -4.415  -1.834
C  2.415  -4.525  -0.761
Sb  2.203  -2.723  0.484
C  2.135  -3.886  2.303
C  4.337  -2.434  0.575
H  3.740  -0.755  -4.687
H  4.671  -0.971  -3.190
H  4.018  0.639  -3.604
H  1.320  -0.653  -5.261
H  0.741  0.792  -4.400
H  -0.170  -0.730  -4.288
H  1.715  -2.940  -4.365
H  1.065  -3.456  -2.797
H  3.991  -3.243  -4.969
H  6.161  -4.362  -4.622
H  6.602  -5.539  -2.479
H  4.862  -5.595  -0.738
H  2.684  -5.307  -0.051
H  1.428  -4.749  -1.171
H  3.069  -4.442  2.385
H  1.299  -4.586  2.258
H  2.015  -3.245  3.177
H  4.792  -3.393  0.820
H  4.592  -1.703  1.343
H  4.704  -2.104  -0.399
C  0.195  3.809  5.210
C  -0.716  4.008  4.026
C  -0.890  5.278  3.489
C  -1.721  5.498  2.401
C  -2.362  4.435  1.796
C  -2.196  3.155  2.311
C  -1.414  2.933  3.438
P  -1.238  1.273  4.187
C  -2.100  1.518  5.801
C  -1.491  0.780  6.824
C  -1.932  0.838  8.135
C  -3.005  1.656  8.448
C  -3.624  2.388  7.447
C  -3.203  2.338  6.117
C  -3.969  3.172  5.121
C  -2.425  0.233  3.236
C  -3.728  0.084  3.727
C  -4.621  -0.830  3.194
C  -4.205  -1.668  2.176
C  -2.907  -1.584  1.709
C  -1.987  -0.643  2.193
C  -0.597  -0.776  1.615
H  0.835  4.679  5.361
H  0.828  2.932  5.059
H  -0.377  3.640  6.123
H  -0.370  6.117  3.941
H  -1.854  6.503  2.016
H  -3.005  4.599  0.944
H  -2.748  2.327  1.889
H  -0.643  0.151  6.571
H  -1.435  0.262  8.907
H  -3.363  1.727  9.469
H  -4.466  3.024  7.697
H  -4.980  3.351  5.486
H  -4.037  2.688  4.152
H  -3.490  4.144  4.976
H  -4.049  0.690  4.565
H  -5.623  -0.908  3.599
H  -4.882  -2.408  1.764
H  -2.573  -2.290  0.953
H  -0.447  -1.840  1.430
H  0.127  -0.463  2.375


2.
C42H63BF2N4O2RuSe2Si | the ωB97M-V functional and the def2-TZVPD basis

Properties
Kohn-Sham gap (alpha / beta) in hartree: 0.238 / 0.226
Total charge: -1
Spin multiplicity: 6
Molar mass in g/mol: 991.88
E_HOMO (alpha / beta) in eV: -4.1 / -4.4
E_tot in eV: -201902.943
Relative energy (zero: lowest compared OMol25 entry of this formula, charge and spin) in eV: 0.328
E_LUMO (alpha / beta) in eV: 2.36 / 1.76

Atoms and positions in Å:
Ru  11.525  13.651  12.800
C  17.054  12.629  18.130
C  16.034  13.768  18.162
C  14.887  13.388  19.108
C  16.757  15.034  18.643
C  15.401  14.045  16.814
C  14.443  15.022  16.719
C  13.763  15.299  15.536
Se  11.181  13.297  15.302
C  11.262  11.445  15.233
C  11.171  10.693  16.397
C  11.294  9.331  16.368
C  11.437  8.740  15.094
C  11.542  9.450  13.915
C  11.493  10.853  13.971
O  11.661  11.586  12.907
C  11.683  8.615  12.589
C  10.526  7.580  12.539
C  13.049  7.855  12.535
C  11.623  9.409  11.279
C  11.289  8.447  17.642
C  10.056  7.502  17.668
C  11.311  9.309  18.948
C  12.588  7.601  17.654
C  14.057  14.590  14.332
O  13.389  14.793  13.216
C  15.143  13.676  14.388
C  15.723  13.370  15.620
C  15.755  13.088  13.113
C  14.756  12.352  12.207
C  16.892  12.122  13.410
C  16.331  14.302  12.341
H  17.542  12.559  19.113
H  17.859  12.780  17.381
H  16.538  11.672  17.924
H  15.329  13.164  20.085
H  14.377  12.504  18.754
H  14.143  14.169  19.222
H  17.213  14.856  19.639
H  16.063  15.880  18.710
H  17.538  15.292  17.925
H  14.146  15.577  17.597
H  11.066  11.209  17.329
H  11.494  7.662  15.022
H  10.628  6.784  13.285
H  10.501  7.107  11.543
H  9.554  8.069  12.715
H  13.170  7.189  13.362
H  13.879  8.547  12.576
H  13.151  7.272  11.587
H  10.776  10.069  11.211
H  11.592  8.714  10.433
H  12.488  10.047  11.190
H  9.095  8.046  17.701
H  10.084  6.817  18.525
H  10.063  6.875  16.770
H  10.403  9.926  19.071
H  12.149  10.006  19.013
H  11.365  8.625  19.799
H  12.547  6.802  16.886
H  12.674  7.101  18.618
H  13.489  8.229  17.491
H  16.505  12.647  15.700
H  14.331  11.477  12.716
H  15.299  11.961  11.313
H  13.947  13.002  11.924
H  16.517  11.220  13.880
H  17.678  12.538  14.063
H  17.352  11.872  12.441
H  15.551  15.050  12.145
H  16.815  14.018  11.384
H  17.083  14.845  12.931
C  7.776  13.068  13.969
C  7.970  13.080  12.467
C  6.911  12.969  11.596
C  7.231  13.115  10.234
C  8.502  13.231  9.814
C  9.580  13.316  10.766
N  9.226  13.260  12.062
N  10.882  13.469  10.551
Si  11.389  13.723  8.889
C  10.971  12.309  7.737
C  13.257  13.733  8.990
C  10.770  15.428  8.327
H  6.697  13.157  14.174
H  8.311  13.907  14.437
H  8.184  12.159  14.399
H  5.901  12.842  11.954
H  6.408  13.111  9.538
H  8.712  13.385  8.775
H  11.682  11.504  7.978
H  11.160  12.632  6.694
H  9.952  11.917  7.814
H  13.569  12.734  9.243
H  13.603  14.459  9.741
H  13.710  13.967  8.009
H  9.698  15.539  8.365
H  11.133  15.688  7.325
H  11.157  16.162  9.030
F  12.276  16.665  17.045
B  12.594  16.266  15.780
F  11.835  16.828  14.843
C  12.909  17.660  11.726
N  11.870  18.299  12.495
C  12.058  19.403  13.316
C  10.900  19.643  13.954
N  10.002  18.631  13.528
C  8.618  18.456  13.967
C  10.612  17.823  12.649
Se  9.898  16.263  11.967
H  12.469  17.259  10.804
H  13.370  16.870  12.310
H  13.646  18.411  11.463
H  13.022  19.869  13.349
H  10.565  20.387  14.658
H  8.519  19.114  14.826
H  8.450  17.416  14.253
H  7.941  18.744  13.172


3.
C28H67O17PS | the ωB97M-V functional and the def2-TZVPD basis

Properties
Kohn-Sham gap in hartree: 0.326
Total charge: 0
Spin multiplicity: 1
Molar mass in g/mol: 738.87
E_HOMO in eV: -9.1
E_tot in eV: -85044.346
E_LUMO in eV: -0.17

Atoms and positions in Å:
C  6.293  0.145  -3.422
O  6.121  1.192  -2.402
C  4.703  1.448  -2.096
C  3.905  2.316  -3.255
C  2.621  1.481  -3.919
O  1.388  2.120  -3.433
P  -0.011  1.099  -3.621
O  -0.517  1.046  -5.138
O  0.228  -0.553  -3.110
O  -1.272  1.756  -2.564
S  -2.773  1.004  -2.898
H  5.603  0.253  -4.361
H  6.172  -0.952  -2.971
H  7.426  0.203  -3.780
H  4.094  0.479  -1.787
H  4.698  2.135  -1.120
H  4.627  2.720  -4.111
H  3.421  3.265  -2.716
H  2.677  0.327  -3.735
H  2.682  1.724  -5.086
H  0.258  -0.582  -2.105
H  -2.847  -0.284  -2.336
C  0.751  9.068  1.979
O  0.799  8.579  0.652
C  1.310  9.548  -0.266
C  1.951  8.860  -1.471
O  3.259  8.340  -1.197
C  3.307  7.165  -0.375
C  2.813  5.906  -1.091
O  1.385  5.876  -1.119
C  0.881  5.095  -2.190
H  0.071  9.919  2.054
H  0.394  8.265  2.630
H  1.755  9.355  2.318
H  2.050  10.188  0.224
H  0.466  10.163  -0.597
H  2.097  9.616  -2.252
H  1.303  8.092  -1.899
H  2.792  7.328  0.574
H  4.367  7.023  -0.135
H  3.149  5.017  -0.548
H  3.220  5.883  -2.109
H  1.232  5.491  -3.149
H  -0.210  5.157  -2.175
H  1.184  4.051  -2.075
C  1.290  -5.623  1.004
O  1.018  -4.321  1.485
C  0.909  -4.279  2.910
C  1.267  -2.889  3.435
O  2.680  -2.644  3.474
C  3.315  -2.437  2.205
C  2.967  -1.091  1.567
O  1.677  -1.147  0.956
C  1.072  0.131  0.851
H  0.473  -6.305  1.248
H  1.403  -5.573  -0.083
H  2.233  -5.997  1.423
H  1.570  -5.023  3.366
H  -0.129  -4.516  3.167
H  0.933  -2.827  4.477
H  0.745  -2.097  2.893
H  3.126  -3.274  1.530
H  4.391  -2.442  2.416
H  3.692  -0.856  0.781
H  2.997  -0.306  2.333
H  0.959  0.582  1.842
H  0.075  0.003  0.419
H  1.664  0.781  0.202
C  -0.037  -7.113  6.290
O  0.526  -6.489  7.428
C  1.450  -5.456  7.080
C  1.533  -4.412  8.194
O  0.424  -3.501  8.201
C  -0.824  -4.038  8.660
C  -0.854  -4.292  10.169
O  -0.171  -5.507  10.483
C  0.316  -5.524  11.815
H  0.735  -7.609  5.699
H  -0.763  -7.858  6.628
H  -0.571  -6.378  5.674
H  1.149  -4.970  6.147
H  2.429  -5.926  6.940
H  2.416  -3.790  8.007
H  1.674  -4.868  9.176
H  -1.106  -4.924  8.088
H  -1.571  -3.269  8.433
H  -1.891  -4.402  10.504
H  -0.393  -3.444  10.690
H  1.008  -4.692  11.979
H  0.863  -6.458  11.968
H  -0.514  -5.474  12.525
C  -6.810  -3.520  -7.970
O  -7.082  -2.218  -7.489
C  -7.191  -2.176  -6.064
C  -6.833  -0.786  -5.539
O  -5.420  -0.541  -5.500
C  -4.785  -0.334  -6.769
C  -5.133  1.012  -7.407
O  -6.423  0.956  -8.018
C  -7.028  2.233  -8.123
H  -7.627  -4.202  -7.726
H  -6.697  -3.470  -9.057
H  -5.867  -3.894  -7.550
H  -6.530  -2.920  -5.608
H  -8.229  -2.413  -5.807
H  -7.167  -0.724  -4.497
H  -7.355  0.005  -6.081
H  -4.974  -1.171  -7.444
H  -3.709  -0.340  -6.558
H  -4.408  1.247  -8.193
H  -5.103  1.797  -6.640
H  -7.141  2.685  -7.132
H  -8.025  2.106  -8.554
H  -6.436  2.884  -8.772


4.
C3H16O4S | the ωB97M-V functional and the def2-TZVPD basis

Properties
Kohn-Sham gap in hartree: 0.359
Total charge: 0
Spin multiplicity: 1
Molar mass in g/mol: 148.22
E_HOMO in eV: -9.5
E_tot in eV: -22395.208
Relative energy (zero: lowest compared OMol25 entry of this formula, charge and spin) in eV: 1.421
E_LUMO in eV: 0.25

Atoms and positions in Å:
C  -1.634  0.462  1.130
C  -1.086  0.406  -0.260
C  -1.921  -0.272  -1.345
S  -2.069  0.844  -2.887
H  -1.109  1.193  1.741
H  -1.357  -0.529  1.531
H  -2.674  0.769  1.199
H  -1.156  1.460  -0.585
H  -0.036  0.156  -0.411
H  -2.931  -0.582  -1.090
H  -1.462  -1.174  -1.758
H  -2.800  1.872  -2.471
O  1.569  -0.363  -1.927
H  0.679  -0.220  -2.304
H  2.158  -0.235  -2.689
O  1.299  -0.171  2.717
H  2.176  -0.187  2.331
H  0.729  -0.461  1.980
O  1.564  -2.623  4.078
H  1.572  -2.309  4.997
H  1.656  -1.810  3.546
O  3.063  0.987  0.436
H  2.337  0.569  -0.034
H  3.701  0.882  -0.255


5.
C7H8 | the ωB97M-V functional and the def2-TZVPD basis

Properties
Kohn-Sham gap in hartree: 0.345
Total charge: 0
Spin multiplicity: 1
Molar mass in g/mol: 92.14
E_HOMO in eV: -8.3
E_tot in eV: -7387.065
Relative energy (zero: lowest compared OMol25 entry of this formula, charge and spin) in eV: 1.682
E_LUMO in eV: 1.10

Atoms and positions in Å:
C  -2.669  0.348  0.022
C  -1.693  -0.570  -0.037
C  -0.264  -0.243  0.013
C  0.723  -1.148  -0.019
C  2.028  -0.453  0.021
C  1.613  1.013  -0.038
C  0.291  1.107  -0.018
H  -2.417  1.398  0.193
H  -3.719  0.025  -0.078
H  -1.892  -1.666  -0.167
H  0.658  -2.245  0.088
H  2.678  -0.634  -0.853
H  2.627  -0.726  0.925
H  2.337  1.783  -0.057
H  -0.301  2.011  0.005


6.
C3H6N2O | the ωB97M-V functional and the def2-TZVPD basis

Properties
Kohn-Sham gap in hartree: 0.385
Total charge: 0
Spin multiplicity: 1
Molar mass in g/mol: 86.09
E_HOMO in eV: -9.4
E_tot in eV: -8231.943
Relative energy (zero: lowest compared OMol25 entry of this formula, charge and spin) in eV: 4.756
E_LUMO in eV: 1.07

Atoms and positions in Å:
C  1.502  0.349  -0.144
C  0.047  0.070  -0.010
N  -0.813  0.349  -1.130
O  -2.008  0.144  -0.251
C  -1.127  0.183  0.877
N  -0.346  -1.010  0.898
H  1.695  1.248  -0.734
H  1.978  -0.511  -0.638
H  1.932  0.438  0.852
H  -0.649  -0.275  -1.935
H  -1.366  0.807  1.734
H  -0.845  -1.792  0.481


Q: Which of these has the lowest total charge?
A: C42H63BF2N4O2RuSe2Si


Q: Which formula does entry 4 have?
A: C3H16O4S


Q: spin multiplicity of number 6 (C3H6N2O)?
A: 1


Q: The lowest E_tot belongs to which entry?
A: C42H63BF2N4O2RuSe2Si